ORCA calculation (wB97M-V/def2-TZVPD) on 4 unconnected molecules or ions with the total composition C34H63N5O.

## Properties
**Highest occupied orbital energy**: -8.42 eV
**Calculated total energy**: -45775.6311 eV
**SMILES**: [H]/N=C/Cc1ccc2nc(CCCCN)c(C/C=N/[H])nc2c1O.CCCCCC.CCCCCC.CCCCCC
**LUMO level**: -0.33 eV
**Molecular weight**: 557.9 Da
**Kohn-Sham gap**: 8.09 eV

Positions of all 103 atoms, in Å:
N (4.224, -3.487, 0.374)
C (5.359, -3.224, -0.153)
C (5.589, -2.063, -1.196)
C (4.233, -1.749, -1.910)
C (3.883, -2.589, -3.109)
C (2.638, -2.348, -3.796)
C (1.625, -1.316, -3.361)
N (0.461, -1.229, -4.116)
C (-0.346, -0.289, -3.555)
C (-1.745, -0.085, -4.267)
C (-2.988, -0.478, -3.321)
C (-2.513, -1.600, -2.326)
C (-3.773, -2.411, -1.691)
N (-4.360, -1.587, -0.599)
C (-0.048, 0.554, -2.350)
C (-1.069, 1.602, -1.753)
C (-1.458, 2.739, -2.744)
N (-0.962, 3.918, -2.768)
N (1.119, 0.444, -1.666)
C (1.976, -0.515, -2.183)
C (3.286, -0.751, -1.488)
O (3.631, 0.021, -0.360)
H (4.396, -4.270, 1.024)
H (6.270, -3.833, 0.132)
H (6.300, -2.473, -1.969)
H (6.011, -1.140, -0.725)
H (4.549, -3.396, -3.493)
H (2.412, -2.967, -4.702)
H (-1.847, 0.929, -4.732)
H (-1.796, -0.820, -5.126)
H (-3.304, 0.480, -2.819)
H (-3.804, -0.825, -4.009)
H (-1.996, -1.118, -1.450)
H (-1.877, -2.398, -2.810)
H (-4.473, -2.576, -2.554)
H (-3.330, -3.371, -1.299)
H (-4.304, -0.617, -0.924)
H (-3.726, -1.701, 0.197)
H (-1.959, 1.064, -1.311)
H (-0.573, 2.110, -0.873)
H (-2.288, 2.529, -3.485)
H (-1.442, 4.449, -3.510)
H (3.627, 0.942, -0.694)
C (4.801, 0.961, 3.383)
C (5.723, 0.540, 2.245)
C (7.106, 0.094, 2.721)
C (7.930, 1.171, 3.431)
C (8.178, 2.442, 2.619)
C (8.982, 2.197, 1.347)
H (5.196, 1.823, 3.925)
H (3.820, 1.238, 2.991)
H (4.661, 0.141, 4.092)
H (5.811, 1.357, 1.522)
H (5.256, -0.292, 1.710)
H (7.668, -0.286, 1.861)
H (6.990, -0.757, 3.401)
H (8.895, 0.736, 3.715)
H (7.439, 1.445, 4.370)
H (8.728, 3.152, 3.245)
H (7.231, 2.927, 2.366)
H (9.953, 1.754, 1.581)
H (9.159, 3.139, 0.824)
H (8.456, 1.532, 0.658)
C (-0.905, -3.028, 1.396)
C (-1.694, -4.149, 2.062)
C (-2.714, -3.645, 3.084)
C (-2.120, -2.901, 4.283)
C (-1.095, -3.689, 5.097)
C (-1.674, -4.944, 5.741)
H (-0.312, -2.467, 2.121)
H (-0.217, -3.442, 0.656)
H (-1.575, -2.335, 0.880)
H (-1.003, -4.858, 2.527)
H (-2.229, -4.707, 1.286)
H (-3.304, -4.496, 3.439)
H (-3.423, -2.979, 2.579)
H (-2.942, -2.599, 4.942)
H (-1.656, -1.970, 3.941)
H (-0.707, -3.040, 5.889)
H (-0.237, -3.960, 4.475)
H (-2.506, -4.692, 6.404)
H (-0.910, -5.450, 6.336)
H (-2.032, -5.654, 4.993)
C (-4.952, 2.606, -0.243)
C (-5.432, 2.873, -1.665)
C (-5.197, 4.314, -2.120)
C (-5.942, 5.382, -1.316)
C (-7.462, 5.222, -1.269)
C (-8.120, 5.322, -2.641)
H (-5.490, 3.215, 0.486)
H (-5.114, 1.558, 0.020)
H (-3.884, 2.817, -0.146)
H (-6.490, 2.611, -1.751)
H (-4.894, 2.203, -2.344)
H (-5.473, 4.396, -3.177)
H (-4.124, 4.531, -2.073)
H (-5.701, 6.363, -1.740)
H (-5.560, 5.399, -0.291)
H (-7.874, 6.007, -0.629)
H (-7.733, 4.271, -0.802)
H (-7.900, 6.285, -3.108)
H (-9.205, 5.234, -2.546)
H (-7.783, 4.528, -3.311)

Atomic partial charges in e from the Löwdin method, atoms 1 to 8:
1 N 0.0941
2 C -0.2290
3 C -0.1186
4 C -0.1455
5 C -0.0191
6 C -0.0138
7 C -0.1833
8 N 0.1614

***

ORCA calculation (wB97M-V/def2-TZVPD) on 9 unconnected molecules or ions with the total composition C34H63N7O2.

## Properties
**Highest occupied orbital energy**: -0.50 eV
**Net charge**: -2
**Calculated total energy**: -50797.8431 eV
**LUMO level**: 2.79 eV
**Molecular weight**: 601.9 Da
**Relative energy (zero: lowest compared OMol25 entry of this formula, charge and spin)**: 523.82 kJ/mol
**Kohn-Sham gap**: 3.29 eV

Positions of all 106 atoms, in Å:
C (0.616, -0.434, -2.295)
C (-0.520, -0.582, -1.390)
C (-0.016, -0.275, 0.074)
O (-1.753, -0.049, -1.672)
H (1.530, -0.901, -1.928)
H (0.798, 0.638, -2.381)
H (0.445, -0.891, -3.270)
H (-0.693, -1.642, -1.579)
H (-0.731, -0.442, 0.880)
H (0.369, 0.727, 0.261)
H (0.851, -0.896, 0.299)
C (-0.192, 7.322, -7.268)
C (-0.484, 5.777, -7.422)
C (0.873, 5.000, -7.007)
O (-1.714, 5.295, -6.830)
H (0.070, 7.627, -6.255)
H (-1.067, 7.896, -7.574)
H (0.646, 7.554, -7.924)
H (-0.648, 5.653, -8.493)
H (0.764, 4.039, -7.510)
H (0.935, 4.713, -5.957)
H (1.729, 5.629, -7.253)
C (-8.839, 0.880, 4.998)
C (-7.388, 0.687, 5.428)
C (-6.471, 0.227, 4.228)
C (-6.758, 0.969, 2.988)
N (-7.075, 1.514, 2.014)
H (-8.752, 1.858, 4.524)
H (-9.493, 0.994, 5.862)
H (-9.294, 0.159, 4.319)
H (-7.292, -0.170, 6.095)
H (-6.936, 1.626, 5.748)
H (-6.727, -0.811, 4.017)
H (-5.399, 0.168, 4.417)
C (0.965, 5.734, 1.972)
C (1.020, 6.601, 0.722)
C (0.278, 5.976, -0.498)
C (-1.170, 5.807, -0.320)
N (-2.329, 5.690, -0.184)
H (-0.037, 5.375, 2.210)
H (1.244, 6.296, 2.863)
H (1.529, 4.808, 1.861)
H (2.094, 6.578, 0.537)
H (0.672, 7.626, 0.847)
H (0.798, 5.068, -0.801)
H (0.315, 6.594, -1.395)
C (1.543, 1.803, 6.686)
C (0.007, 1.873, 6.677)
C (-0.608, 2.707, 7.802)
C (0.146, 3.957, 7.993)
N (0.743, 4.935, 8.158)
H (1.987, 1.395, 5.778)
H (1.705, 1.033, 7.441)
H (2.134, 2.679, 6.952)
H (-0.472, 0.894, 6.636)
H (-0.192, 2.322, 5.704)
H (-0.672, 2.074, 8.687)
H (-1.634, 3.059, 7.695)
C (-4.418, -6.492, 3.125)
C (-3.366, -5.383, 2.688)
C (-2.503, -4.946, 3.887)
C (-3.342, -4.445, 5.047)
N (-3.913, -4.063, 6.004)
H (-5.088, -6.001, 3.831)
H (-3.886, -7.264, 3.681)
H (-4.972, -6.994, 2.332)
H (-3.960, -4.519, 2.392)
H (-2.752, -5.683, 1.839)
H (-1.691, -4.252, 3.668)
H (-1.993, -5.865, 4.175)
C (-2.882, -5.314, -5.702)
C (-1.615, -6.101, -5.925)
C (-1.745, -7.542, -6.491)
C (-2.261, -7.527, -7.818)
N (-2.665, -7.513, -8.882)
H (-2.890, -4.252, -5.454)
H (-3.286, -5.614, -4.735)
H (-3.523, -5.453, -6.573)
H (-1.034, -6.193, -5.007)
H (-0.885, -5.694, -6.625)
H (-2.466, -8.063, -5.860)
H (-0.807, -8.097, -6.500)
C (6.378, 0.101, -5.226)
C (5.756, 1.139, -6.130)
C (6.571, 2.403, -6.126)
C (8.001, 2.179, -6.585)
N (9.078, 2.065, -6.935)
H (7.306, -0.260, -5.669)
H (5.621, -0.677, -5.133)
H (6.655, 0.491, -4.246)
H (4.746, 1.402, -5.814)
H (5.569, 0.654, -7.088)
H (6.632, 2.939, -5.179)
H (6.093, 3.085, -6.828)
C (5.825, -2.922, 2.664)
C (6.473, -3.417, 3.988)
C (5.592, -4.406, 4.822)
C (4.355, -3.870, 5.397)
N (3.399, -3.480, 5.814)
H (4.851, -2.450, 2.796)
H (5.855, -3.799, 2.018)
H (6.293, -2.152, 2.051)
H (6.609, -2.515, 4.585)
H (7.433, -3.898, 3.806)
H (6.210, -4.899, 5.572)
H (5.188, -5.190, 4.182)

Atomic partial charges in e from the Löwdin method, atoms 1 to 8:
1 C -0.1553
2 C -0.7501
3 C -0.1058
4 O -0.3471
5 H 0.0492
6 H 0.0679
7 H 0.0637
8 H 0.0749

***

Q: The lowest calculated total energy belongs to which entry?
A: C34H63N7O2